Entry 1:
Molecular formula: C12H19AuI2N4O
Method: DFT, ωB97M-V with the def2-TZVPD basis set

Last column: Mulliken spin population.
Geometry (Å):
C -1.24121 0.16950 -3.11215  -0.0607
I -0.64918 1.78382 -4.16770  0.9977
H -2.32353 0.06879 -3.23100  0.0279
H -0.73081 -0.72418 -3.48650  0.0184
H -0.97584 0.29125 -2.05460  -0.0029
C 0.45186 3.73710 1.99476  -0.0012
C -0.75532 3.91768 1.42982  0.1964
N -1.05928 2.74222 0.74175  -0.1242
C -0.07013 1.84218 0.89701  0.5612
N 0.86525 2.45277 1.64860  -0.7376
H 1.05036 4.39391 2.59465  -0.0197
H -1.41439 4.76639 1.43420  -0.0119
C 2.14785 -3.41914 -1.09325  0.4317
C 0.70131 -1.82541 -0.44757  0.2065
N 1.99292 -2.08853 -0.71611  -1.1262
H 0.60469 -4.98520 -1.22855  -0.1037
N 0.05133 -2.99145 -0.59464  -0.1197
H 3.09642 -3.83464 -1.37986  -0.3443
Au 0.05948 -0.10773 0.40776  -0.1146
C -3.89876 -0.87547 1.05097  0.0800
O -4.51573 -0.92476 0.08358  -0.0253
C 0.93095 -3.98726 -1.01937  0.6527
C -1.36761 -3.18233 -0.37564  0.3299
H -1.60534 -4.22726 -0.60886  -0.0164
H -1.95527 -2.50637 -1.01860  -0.0517
H -1.62165 -2.96954 0.67504  -0.0333
C 3.06768 -1.12531 -0.59762  1.3320
H 3.87850 -1.43067 -1.26459  -0.3002
H 3.46682 -1.08074 0.42796  0.0200
H 2.71330 -0.11833 -0.86093  -0.0888
C 2.13537 1.86413 2.02302  0.6579
H 2.78997 2.67685 2.35084  -0.2901
H 2.58608 1.34420 1.16430  0.1569
H 2.01238 1.13266 2.83286  -0.0075
C -2.24580 2.54447 -0.07895  0.1058
H -1.96994 2.39927 -1.13795  -0.0117
H -2.86899 3.44408 0.01831  -0.0214
H -2.81343 1.66608 0.26639  0.0022
I -0.67850 -1.38862 2.75378  -0.1640

<S²> = 2.0013
Multiplicity = 3
Total charge = -2
Kohn-Sham gap (spin up / spin down) = 1.328 / 6.591 eV
HOMO energy (spin up / spin down) = 2.37 / -2.44 eV

Entry 2:
Molecular formula: C12H19BF3O11P
Method: DFT, ωB97M-V with the def2-TZVPD basis set

Last column: Mulliken charge in e.
Geometry (Å):
O 2.76425 1.60939 -0.53950  -0.5273
C 2.92755 0.50255 -0.02521  0.6175
C 4.44067 0.04701 0.24143  -0.6977
B 4.86947 -1.25168 -0.61916  0.3698
O 4.25258 -2.53365 -0.57751  -0.4783
O 6.03026 -1.12121 -1.49143  -0.5524
O 1.94729 -0.39251 0.40538  -0.3588
C 0.73468 -0.33458 -0.36584  1.1276
C -0.08997 -1.66805 0.05274  -1.5696
C 0.74728 -3.01199 -0.10320  -0.5335
C 0.21875 -4.03470 -1.18438  0.8572
F -1.07626 -3.82330 -1.63832  -0.2639
F 0.22252 -5.31992 -0.57234  -0.3187
F 1.07791 -4.17650 -2.29218  -0.2501
C -0.13886 0.88413 0.17425  -0.1701
C -1.13655 1.43699 -1.07856  0.0036
C -2.70380 1.75900 -0.60134  -0.6257
O -2.23492 0.50442 -1.48218  -0.3783
P 0.95432 -0.44834 -2.22731  0.6622
O 2.16032 -1.39006 -2.46750  -0.6198
O -0.36851 -1.23404 -2.97058  -0.5129
O 1.30827 0.99608 -3.02202  -0.4743
H 5.12109 0.90976 -0.07439  0.2460
H 4.60828 -0.07954 1.35688  0.3230
H 4.26852 -2.87819 -1.49878  0.2974
H 5.75860 -0.80528 -2.37284  0.3205
H -0.30630 -1.55030 1.17058  0.5430
H -1.09131 -1.64763 -0.46987  0.6379
H 0.75066 -3.54497 0.90864  0.3812
H 1.84145 -2.81231 -0.34035  0.0111
H -0.91809 0.52278 0.91058  -0.0249
H 0.44399 1.78057 0.52992  0.4091
H -0.66171 2.15571 -1.88477  0.2747
H -3.25398 2.20715 -1.49601  0.3930
H -3.23603 1.03647 0.07642  0.2751
H -0.09705 -1.58309 -3.84165  0.3702
H 1.25392 0.76938 -3.98015  0.3656
O -2.06226 1.37827 2.51569  -0.4848
C -2.98817 2.03678 2.87993  0.5466
O -3.80590 2.74193 2.05114  -0.2631
C -4.90447 3.19290 2.83712  -0.3549
C -4.34477 3.19956 4.22813  -0.3642
O -3.35980 2.17682 4.17898  -0.3432
H -5.23177 4.18164 2.51471  0.2857
H -5.73353 2.48917 2.72179  0.2777
H -3.85946 4.14661 4.48001  0.2689
H -5.09915 2.97675 4.98307  0.3016

Total charge = 0
Kohn-Sham gap = 10.312 eV
HOMO energy = -9.90 eV

Entry 3:
Molecular formula: C12H19BN4O4
Method: DFT, ωB97M-V with the def2-TZVPD basis set

Last column: Mulliken charge in e.
Geometry (Å):
C -3.25519 0.85161 -3.54134  -1.5650
C -3.46087 0.82812 -2.01809  0.9102
C -4.68632 1.69845 -1.62890  -1.5538
C -2.24677 1.32249 -1.24100  -0.7958
C -2.24822 1.00791 0.24462  -0.5786
N -0.99837 1.42746 0.89588  -0.1707
C 0.22768 0.92852 0.49708  0.6682
O 0.40394 0.26553 -0.50713  -0.7551
C 1.39786 1.10153 1.43395  -0.8153
N 2.50928 0.27302 1.10205  -0.1119
C 3.40710 -0.19579 2.05260  0.2289
O 3.36080 0.28366 3.17345  -0.6370
C 4.36444 -1.25682 1.65362  0.7139
C 5.58305 -1.28863 2.33239  -0.2626
N 6.50144 -2.20550 2.16065  -0.5835
C 6.18838 -3.07158 1.21311  -0.1943
C 4.98567 -3.04771 0.51823  -0.1502
N 3.99815 -2.20292 0.78855  -0.4819
B -2.60738 -0.61017 0.33147  0.5530
O -3.77162 -0.98445 0.88617  -0.5697
O -1.72418 -1.62355 -0.17850  -0.6945
H -4.02220 0.21256 -4.00776  0.3835
H -3.41106 1.86677 -3.90956  0.3230
H -2.24771 0.51774 -3.78045  0.4011
H -3.65936 -0.20308 -1.65476  0.1567
H -5.59750 1.34072 -2.09242  0.4079
H -4.84391 1.69504 -0.55092  0.3380
H -4.49614 2.71937 -1.92251  0.3832
H -2.09475 2.41225 -1.38776  0.4633
H -1.35809 0.84759 -1.64425  0.3606
H -3.06231 1.56066 0.78490  0.3795
H -1.14321 1.65606 1.86868  0.3631
H 1.11593 0.81961 2.45093  0.3866
H 1.71712 2.14229 1.44895  0.2610
H 2.46210 -0.17759 0.17889  0.2917
H 5.74796 -0.50670 3.06500  0.4246
H 7.03233 -3.69291 0.90888  0.3725
H 4.82005 -3.70401 -0.32147  0.4162
H -3.96144 -1.92436 0.76289  0.3147
H -0.92668 -1.08320 -0.36613  0.4188

Total charge = 0
Kohn-Sham gap = 9.539 eV
ΔE to the lowest compared entry with this formula, charge and spin = 0.00 kJ/mol
HOMO energy = -9.61 eV

Entry 4:
Molecular formula: C12H19BiNO12P2
Method: DFT, ωB97M-V with the def2-TZVPD basis set

Last column: Mulliken charge in e.
Geometry (Å):
Bi 0.37781 -0.37201 0.19248  1.8822
C 1.49481 3.82986 1.21760  -0.2574
C 1.54948 3.79610 -0.16737  -0.3468
C 0.37542 3.68365 -0.90341  -0.4156
C -0.84644 3.60914 -0.24861  -0.4075
C -0.89666 3.62899 1.14067  -0.3632
C 0.27418 3.73314 1.87026  -0.3224
H 2.41069 3.87362 1.79198  0.3671
H 2.50649 3.81684 -0.67318  0.3463
H 0.41830 3.63444 -1.98455  0.3473
H -1.76173 3.51016 -0.82172  0.3638
H -1.84704 3.51164 1.64651  0.3380
H 0.24494 3.67101 2.94993  0.3484
O -2.40887 -4.41043 -1.00094  -0.4999
C -1.88066 -3.18328 -1.15798  0.6016
O -0.69752 -3.02022 -1.30553  -0.6257
C -2.98454 -2.14290 -1.20444  -0.6113
O -2.53733 -0.82651 -1.07884  -0.4205
C -3.02444 -0.18626 0.11006  -0.4023
C -2.55143 -0.87187 1.41631  0.7704
O -3.20298 -0.64078 2.42782  -0.7459
O -1.51150 -1.60084 1.28579  -0.7256
H -1.66406 -5.02940 -0.98256  0.3802
H -3.47947 -2.28050 -2.17488  0.4298
H -3.70743 -2.41092 -0.42963  0.3687
H -2.62318 0.83044 0.10263  0.0442
H -4.11514 -0.12445 0.09123  0.3526
N 4.86492 -1.88365 1.30206  -0.2598
C 4.09233 -1.72652 0.01114  0.6311
C 4.95317 -2.13240 -1.17111  -1.9900
P 2.68962 -2.90650 0.26746  0.9722
O 2.22778 -3.33770 -1.19325  -0.5751
O 3.30101 -4.01661 1.04747  -0.9138
O 1.56166 -2.12998 0.92267  -0.7000
P 3.65245 0.08442 -0.05488  1.0418
O 3.30614 0.37801 1.45937  -0.7777
O 4.88411 0.78709 -0.47486  -0.8212
O 2.38259 0.13586 -0.91991  -0.8560
H 4.70747 -2.86123 1.61564  0.4136
H 4.43173 -1.22451 1.97046  0.3018
H 5.84775 -1.65254 1.18128  0.3395
H 5.25459 -3.18232 -1.11584  0.4629
H 5.83308 -1.48832 -1.23020  0.4698
H 4.37879 -1.99369 -2.08481  0.3617
H 1.27415 -3.21196 -1.32236  0.5531
H 2.25894 0.56509 1.66591  0.5494
O 0.86541 0.73584 1.69262  -0.9997

Total charge = -1
Kohn-Sham gap = 8.595 eV
ΔE to the lowest compared entry with this formula, charge and spin = 0.00 kJ/mol
HOMO energy = -6.00 eV

Entry 5:
Molecular formula: C12H19ClF10N3O12S4Y
Method: DFT, ωB97M-V with the def2-TZVPD basis set

Last column: Mulliken charge in e.
Geometry (Å):
Y -0.53568 -0.49842 -1.28458  2.4799
C 2.96977 -1.09109 -2.35163  -0.4335
O 3.87954 -0.63198 -1.35532  -0.0673
O 1.74743 -0.68698 -1.97077  -0.2649
C 3.40450 -0.76808 -3.77498  0.7524
F 4.16809 -1.72568 -4.32843  -0.2866
F 2.36530 -0.56691 -4.59403  -0.2488
F 4.10052 0.40725 -3.81915  -0.2948
C 5.14693 -1.22031 -1.38621  -0.3126
C 6.04088 -0.42071 -0.43436  -1.2403
H 6.33020 0.54315 -0.84894  0.2840
H 5.40586 -0.25359 0.43736  0.2729
H 6.93471 -0.98571 -0.16564  0.3734
H 5.61487 -1.23844 -2.38143  0.2756
H 5.05946 -2.28428 -1.11686  0.3330
H 2.97915 -2.19502 -2.32904  0.1526
C 0.06434 -0.32937 2.22111  -0.0488
O 0.54684 1.01821 2.27841  0.0109
O 0.27695 -0.69072 0.94241  -0.5942
C 0.80025 -1.18727 3.26676  0.4464
F 0.74601 -2.50501 3.11332  -0.2286
F 2.10422 -0.81686 3.34547  -0.2663
F 0.35397 -0.91241 4.53318  -0.3150
C 0.26690 1.74201 3.43943  -0.2118
C 0.68309 3.23762 3.33891  -1.1820
H -0.22247 3.83996 3.45802  0.3307
H 1.29450 3.60454 4.16630  0.3331
H 1.08743 3.53317 2.37387  0.2091
H 0.62970 1.37172 4.40196  0.2887
H -0.82082 1.82089 3.58464  0.2243
H -1.00513 -0.31467 2.48351  -0.0555
Cl -1.67163 0.16057 -3.75023  -0.6459
N -0.78806 -2.67838 -1.57720  -0.0416
S -0.45638 -3.85040 -2.63455  0.8918
O -1.51973 -4.35322 -3.43840  -0.6406
O 0.61628 -4.76702 -2.34973  -0.5829
F 0.31112 -2.97041 -3.76666  -0.2755
S -1.16895 -3.88273 -0.35243  0.9171
O -0.06706 -4.48687 0.35926  -0.5323
O -2.35921 -4.64310 -0.65159  -0.5987
F -1.70761 -2.88778 0.78104  -0.2214
N -0.58447 1.74585 -1.09208  0.1087
S -1.46388 2.86354 -0.48138  0.7518
O -2.63041 3.39031 -1.14126  -0.6958
O -0.81470 3.78801 0.43355  -0.5234
F -2.17397 1.81494 0.53218  -0.2731
S 0.79021 2.81144 -1.48959  0.8232
O 1.95614 2.38452 -0.78183  -0.4687
O 0.60005 4.16547 -1.91602  -0.5494
F 1.14762 2.08575 -2.88698  -0.2675
C -5.30151 1.12170 2.38528  -1.2467
C -5.27552 1.45689 0.88537  -0.0818
C -5.18472 0.33812 -0.14809  -0.7401
C -3.87313 -0.22759 -0.36852  0.2028
N -2.84778 -0.69071 -0.56884  -0.1019
H -5.08956 2.01747 2.96656  0.3395
H -4.56849 0.36546 2.66893  0.2814
H -6.30268 0.77566 2.65094  0.3883
H -4.43725 2.13470 0.71393  -0.0172
H -6.13147 2.11848 0.73750  0.3986
H -5.60422 0.61049 -1.11784  0.3451
H -5.81636 -0.50616 0.15540  0.3404

Total charge = -2
Kohn-Sham gap = 7.482 eV
ΔE to the lowest compared entry with this formula, charge and spin = 0.00 kJ/mol
HOMO energy = -3.54 eV

Entry 6:
Molecular formula: C12H19ClINO2PTb
Method: DFT, ωB97M-V with the def2-TZVPD basis set

Last column: Mulliken spin population.
Geometry (Å):
C -0.00462 -0.86134 -1.49803  0.0334
C 1.11089 -0.39154 -2.46154  0.1510
H -0.27829 -1.87514 -1.85867  0.0056
H -0.87893 -0.23089 -1.57110  -0.0103
H 0.37795 -0.86658 -0.46213  -0.0300
O 2.09828 -1.15131 -2.82516  -0.5647
I 2.28975 1.36096 -1.43486  -0.5500
Tb -2.03712 1.23433 1.06807  6.8043
P 0.31336 0.77085 -3.74650  -0.0625
C 1.68591 1.65370 -4.48464  0.0008
C -0.36707 -0.32532 -5.00578  -0.0035
H -1.87693 1.22630 -2.85769  -0.0010
H -1.29062 2.46739 -4.02755  -0.0031
H -0.66859 2.42038 -2.32402  -0.0006
C -0.99869 1.82241 -3.14516  0.0140
H -1.34509 -0.70420 -4.72507  0.0002
H -0.47937 0.26706 -5.93679  -0.0006
H 1.38021 1.93780 -5.49557  0.0002
H 2.57537 1.00374 -4.50227  -0.0003
H 0.29890 -1.17613 -5.22265  0.0009
H 1.90005 2.53924 -3.87940  0.0006
C 1.87364 -0.80917 1.10580  0.0098
O 2.83490 -0.70936 1.74203  0.0008
Cl -4.09641 0.36964 -0.05440  -0.0206
C -0.13966 -1.70418 6.24638  -0.0002
C -0.28257 -0.93795 4.98310  0.0032
C 0.70748 -0.02758 4.64314  0.0074
C 0.57544 0.62777 3.40680  -0.0010
N -0.54729 0.43773 2.61988  0.1809
C -1.47647 -0.47309 2.96626  0.0808
C -1.35426 -1.23485 4.14030  -0.0574
H 0.77995 -2.29656 6.17182  0.0001
H -0.05738 -1.01869 7.07810  0.0000
H -0.99349 -2.34990 6.37167  0.0000
H 1.56123 0.20714 5.30213  -0.0002
H 1.29479 1.32306 2.97940  -0.0016
H -2.39177 -0.59084 2.30733  0.0109
H -2.09349 -1.93491 4.38677  0.0029

<S²> = 13.0601
Multiplicity = 7
Total charge = +2
Kohn-Sham gap (spin up / spin down) = 5.462 / 6.991 eV
HOMO energy (spin up / spin down) = -14.88 / -13.87 eV

| no. | electronic energy (eV) |
| --- | --- |
| 1 | -40650.6567 |
| 2 | -53392.3973 |
| 3 | -27582.4215 |
| 4 | -63238.9157 |
| 5 | -125877.8548 |
| 6 | -70666.8966 |